An isolated molecule of C4H6N2O2 at a distorted geometry. Source: the OMol25 dataset; level of theory: ωB97M-V with the def2-TZVPD basis set.

Properties
HOMO-LUMO gap, eV: 9.71
Structure (SMILES): O=C1NNC[C@H]2O[C@H]12
LUMO energy, eV: 0.79
HOMO level, eV: -8.919

Cartesian coordinates (Å):
O (-0.739, -1.776, -1.983)
C (-0.508, -1.268, -0.935)
N (-1.248, 0.127, -0.797)
N (-0.946, 0.999, 0.227)
C (0.445, 1.121, 0.936)
C (1.173, -0.025, 0.101)
O (1.711, -1.356, 0.223)
C (0.338, -1.275, 0.257)
H (-1.117, 0.478, -1.924)
H (-1.908, 0.914, 0.923)
H (1.011, 1.934, 0.430)
H (0.425, 0.946, 1.940)
H (1.448, 0.494, -0.748)
H (-0.085, -1.312, 1.350)

An isolated molecule of C4H6N2O2 at a distorted geometry. Source: the OMol25 dataset; level of theory: ωB97M-V with the def2-TZVPD basis set.

Properties
HOMO-LUMO gap, eV: 8.48
Structure (SMILES): NCc1ncoc1O
LUMO energy, eV: 0.45
HOMO level, eV: -8.022

Cartesian coordinates (Å):
N (2.091, 0.683, -1.351)
C (0.995, -0.365, -1.469)
C (-0.207, -0.126, -0.513)
N (-0.819, 1.007, -0.622)
C (-1.277, 1.337, 0.596)
O (-1.033, 0.314, 1.436)
C (-0.386, -0.642, 0.827)
O (-0.067, -1.812, 1.242)
H (2.400, 0.743, -2.509)
H (2.871, 0.016, -0.716)
H (1.628, -1.404, -1.124)
H (0.669, -0.399, -2.681)
H (-1.920, 2.204, 0.893)
H (-0.503, -2.224, 1.877)

C4H6N2O2 as an isolated structure at a distorted geometry. Source: the OMol25 dataset; level of theory: ωB97M-V with the def2-TZVPD basis set.

Properties
HOMO-LUMO gap, eV: 8.38
LUMO energy, eV: -0.99
HOMO level, eV: -9.371

Cartesian coordinates (Å):
C (-0.612, -1.509, 1.536)
C (0.302, -0.017, 0.242)
C (1.618, 0.124, -0.549)
C (-1.902, 2.095, -0.932)
H (-0.489, -2.839, 1.814)
H (-1.739, -1.053, 1.103)
H (-0.528, -0.999, 2.906)
H (1.755, 1.456, -0.770)
H (-2.601, 1.926, -0.187)
H (-2.135, 3.187, -1.403)
N (-0.888, 0.396, -0.105)
N (-0.899, 1.360, -1.127)
O (0.550, -1.151, 1.058)
O (2.176, -1.115, -0.635)

An isolated molecule of C4H6N2O2 at a distorted geometry. Source: the OMol25 dataset; level of theory: ωB97M-V with the def2-TZVPD basis set.

Properties
HOMO-LUMO gap, eV: 10.43
Structure (SMILES): NC(=O)/C=C\C=N/O
LUMO energy, eV: 0.59
HOMO level, eV: -9.832

Cartesian coordinates (Å):
N (1.126, -1.366, 0.156)
C (1.798, -0.189, 0.010)
O (2.978, -0.143, 0.218)
C (0.920, 1.038, -0.455)
C (-0.359, 1.280, -0.185)
C (-1.312, 0.641, 0.761)
N (-1.948, -0.441, 0.559)
O (-1.727, -0.897, -0.732)
H (1.667, -2.195, 0.361)
H (0.115, -1.383, -0.058)
H (1.497, 1.839, -0.908)
H (-0.811, 2.208, -0.607)
H (-1.473, 1.114, 1.717)
H (-2.471, -1.506, -0.839)

C4H6N2O2 as an isolated structure at a distorted geometry. Source: the OMol25 dataset; level of theory: ωB97M-V with the def2-TZVPD basis set.

Properties
HOMO-LUMO gap, eV: 9.28
LUMO energy, eV: 0.47
HOMO level, eV: -8.809

Cartesian coordinates (Å):
C (-0.760, 0.336, -0.034)
C (-2.051, -0.060, -0.117)
C (0.090, 1.628, 0.109)
C (1.511, -0.100, -0.003)
H (0.092, -2.141, -0.831)
H (-2.043, -1.239, -0.192)
H (-3.025, 0.496, 0.300)
H (0.012, 2.088, 1.276)
H (-0.330, 2.773, -0.598)
H (2.265, -1.776, 0.239)
N (0.253, -0.558, -0.089)
N (2.570, -0.745, 0.037)
O (-0.139, -1.972, 0.112)
O (1.556, 1.269, -0.208)

An isolated molecule of C4H6N2O2 at a distorted geometry. Source: the OMol25 dataset; level of theory: ωB97M-V with the def2-TZVPD basis set.

Properties
HOMO-LUMO gap, eV: 9.45
Structure (SMILES): C#CCN(O)/C=N\O
LUMO energy, eV: 0.30
HOMO level, eV: -9.154

Cartesian coordinates (Å):
C (2.019, 2.260, 1.425)
C (1.227, 1.225, 1.420)
C (0.617, -0.106, 1.467)
N (0.023, -0.578, 0.307)
O (0.970, -0.579, -0.690)
C (-1.204, -0.183, -0.055)
N (-1.971, -0.390, -1.079)
O (-1.583, -1.209, -2.148)
H (2.513, 3.148, 1.220)
H (-0.077, -0.198, 2.347)
H (1.524, -0.640, 1.592)
H (0.831, 0.320, -1.280)
H (-1.608, 0.672, 0.664)
H (-0.592, -1.396, -1.975)

An isolated molecule of C4H6N2O2 at a distorted geometry. Source: the OMol25 dataset; level of theory: ωB97M-V with the def2-TZVPD basis set.

Properties
HOMO-LUMO gap, eV: 8.20
Structure (SMILES): N/C(C=O)=C(\N)C=O
LUMO energy, eV: -0.45
HOMO level, eV: -8.650

Cartesian coordinates (Å):
N (-1.333, 1.180, -0.149)
C (-0.636, 0.048, -0.042)
C (-1.546, -1.105, 0.105)
O (-2.753, -0.970, -0.111)
C (0.650, 0.022, -0.007)
N (1.361, 1.276, 0.020)
C (1.512, -1.156, -0.113)
O (2.706, -1.061, -0.187)
H (-0.774, 1.869, -0.714)
H (-2.342, 1.026, -0.353)
H (-1.146, -2.039, 0.678)
H (0.927, 1.891, 0.707)
H (2.362, 1.187, 0.354)
H (1.012, -2.168, -0.187)

C4H6N2O2 as an isolated structure at a distorted geometry. Source: the OMol25 dataset; level of theory: ωB97M-V with the def2-TZVPD basis set.

Properties
HOMO-LUMO gap, eV: 10.58
LUMO energy, eV: 0.80
HOMO level, eV: -9.775

Cartesian coordinates (Å):
C (-1.473, 0.893, 0.142)
C (-0.294, -0.709, 0.630)
C (0.569, 0.383, 0.028)
C (2.037, 0.319, -0.361)
N (-0.197, 1.407, -0.279)
N (-1.095, -1.255, -0.465)
O (-1.283, 0.139, 1.275)
O (-1.818, -0.076, -0.837)
H (-2.137, 1.584, 0.426)
H (0.294, -1.464, 1.066)
H (2.102, 0.215, -1.506)
H (2.414, -0.657, -0.052)
H (2.674, 1.068, -0.019)
H (-1.792, -1.846, -0.048)

An isolated molecule of C4H6N2O2 at a distorted geometry. Source: the OMol25 dataset; level of theory: ωB97M-V with the def2-TZVPD basis set.

Properties
HOMO-LUMO gap, eV: 8.35
Structure (SMILES): C/C(=N\N)C(=O)C=O
LUMO energy, eV: -0.79
HOMO level, eV: -9.140

Cartesian coordinates (Å):
C (0.481, -1.271, -1.106)
C (-0.159, -0.319, -0.143)
N (-0.445, 0.951, -0.323)
N (-0.277, 1.444, -1.574)
C (-0.415, -0.695, 1.268)
O (-0.487, -1.838, 1.679)
C (-0.206, 0.515, 2.267)
O (-0.173, 1.730, 2.236)
H (1.456, -0.909, -1.442)
H (0.623, -2.278, -0.704)
H (-0.129, -1.393, -2.005)
H (-0.821, 2.301, -1.689)
H (0.703, 1.680, -1.752)
H (-0.150, 0.082, 3.287)

An isolated molecule of C4H6N2O2 at a distorted geometry. Source: the OMol25 dataset; level of theory: ωB97M-V with the def2-TZVPD basis set.

Properties
HOMO-LUMO gap, eV: 8.86
Structure (SMILES): O=C1CNC/C1=N/O
LUMO energy, eV: -0.22
HOMO level, eV: -9.079

Cartesian coordinates (Å):
O (-1.845, -1.193, -0.395)
C (-0.880, -0.610, 0.079)
C (-0.712, 0.022, 1.421)
N (0.625, 0.241, 1.507)
C (1.413, 0.508, 0.131)
C (0.276, -0.093, -0.649)
N (0.312, 0.053, -1.973)
O (-0.752, -0.827, -2.408)
H (-1.232, -0.663, 2.271)
H (-1.478, 1.038, 1.188)
H (0.892, 0.885, 2.161)
H (1.724, 1.624, -0.109)
H (2.393, -0.344, 0.268)
H (-0.736, -0.641, -3.493)

An isolated molecule of C4H6N2O2 at a distorted geometry. Source: the OMol25 dataset; level of theory: ωB97M-V with the def2-TZVPD basis set.

Properties
HOMO-LUMO gap, eV: 9.64
Structure (SMILES): O=C(O)/C=N/N1CC1
LUMO energy, eV: 0.27
HOMO level, eV: -9.375

Cartesian coordinates (Å):
O (0.181, -1.484, 2.634)
C (-0.561, -1.596, 1.725)
O (-1.745, -2.271, 1.814)
C (-0.549, -0.991, 0.363)
N (0.388, -0.215, 0.056)
N (0.221, 0.472, -1.212)
C (1.480, 1.247, -1.516)
C (0.203, 1.949, -1.206)
H (-1.857, -2.630, 2.701)
H (-1.283, -1.410, -0.260)
H (2.193, 1.238, -0.611)
H (1.957, 1.025, -2.484)
H (-0.684, 2.216, -1.831)
H (0.058, 2.451, -0.175)

An isolated molecule of C4H6N2O2 at a distorted geometry. Source: the OMol25 dataset; level of theory: ωB97M-V with the def2-TZVPD basis set.

Properties
HOMO-LUMO gap, eV: 10.25
Structure (SMILES): O=C1NO[C@@H]2C[C@H]2N1
LUMO energy, eV: 0.89
HOMO level, eV: -9.355

Cartesian coordinates (Å):
O (-1.703, 1.082, 1.985)
C (-0.984, 0.589, 1.149)
N (-1.040, -0.766, 1.064)
O (-0.398, -1.676, 0.204)
C (-0.021, -0.737, -0.765)
C (1.174, -0.300, -1.497)
C (0.829, 0.316, -0.157)
N (-0.133, 1.283, 0.295)
H (-1.932, -1.122, 1.296)
H (-0.907, -0.341, -1.320)
H (1.215, 0.338, -2.382)
H (2.120, -0.808, -1.284)
H (1.610, -0.004, 0.580)
H (0.170, 2.144, 0.832)

> Which value of HOMO-LUMO gap does entry 6 give?

9.45 eV

> Which formula does entry 4 have?

C4H6N2O2

> What is the HOMO level in the twelfth record?

-9.355 eV

> Look up the HOMO level of the third one.

-9.371 eV